No. 1
Here is a molecular structure, C27H21N9O5Ti from the OMol25 dataset. Energies are from ωB97M-V with the def2-TZVPD basis set.

```
63
Properties=species:S:1:pos:R:3:mulliken_charge:R:1
Ti -0.56 0.26 -0.82 -0.377
C -0.46 4.59 -1.12 -1.775
C -0.79 3.15 -1.33 0.839
N -0.37 2.18 -0.49 1.031
N 0.40 2.50 0.60 -1.514
C 0.43 1.47 1.39 0.136
O -0.26 0.38 1.12 -0.525
C 1.26 1.48 2.61 0.701
C 1.03 0.54 3.61 -0.063
C 1.81 0.52 4.75 -0.710
C 2.84 1.44 4.89 -0.407
C 3.08 2.38 3.89 -0.680
C 2.30 2.40 2.76 -0.522
C -1.54 2.61 -2.36 0.556
C -2.16 3.35 -3.41 -1.208
C -2.93 2.72 -4.33 -0.315
C -3.10 1.31 -4.25 -1.124
C -2.47 0.64 -3.26 -0.129
N -1.68 1.22 -2.31 0.803
H -0.40 4.80 -0.05 0.404
H 0.51 4.84 -1.55 0.247
H -1.21 5.24 -1.56 0.471
H 0.23 -0.18 3.48 0.416
H 1.62 -0.21 5.53 0.437
H 3.46 1.43 5.78 0.408
H 3.89 3.09 4.00 0.401
H 2.47 3.12 1.97 0.463
H -2.01 4.42 -3.44 0.291
H -3.40 3.29 -5.13 0.429
H -3.71 0.78 -4.96 0.416
H -2.59 -0.43 -3.19 0.430
N -4.09 -1.82 0.64 0.093
C -3.34 -0.72 0.69 -0.415
N -2.39 -0.83 -0.21 0.763
C -2.62 -2.05 -0.78 -0.304
N -3.65 -2.68 -0.29 -0.754
C -1.70 -2.52 -1.81 0.607
C -1.81 -3.74 -2.47 -0.372
N -0.94 -4.09 -3.40 -0.585
C 0.04 -3.24 -3.67 -0.541
C 0.17 -2.02 -3.02 -0.662
N -0.71 -1.66 -2.09 0.782
H -4.89 -2.06 1.20 0.169
H -3.49 0.10 1.36 0.536
H -2.61 -4.42 -2.23 0.483
H 0.75 -3.53 -4.44 0.422
H 0.97 -1.33 -3.23 0.551
O 3.54 -0.14 -1.54 -0.677
C 2.52 -0.29 -0.89 -0.223
O 1.34 0.11 -1.27 -0.180
C 2.54 -1.08 0.39 0.800
C 3.63 -1.02 1.25 -0.754
C 3.63 -1.72 2.44 -0.595
C 2.54 -2.50 2.80 -0.452
C 1.47 -2.56 1.93 -0.544
C 1.46 -1.87 0.73 0.670
N 0.28 -3.34 2.29 1.050
O -0.66 -3.34 1.51 -0.620
O 0.27 -3.90 3.37 -0.642
H 4.48 -0.41 0.96 0.497
H 4.48 -1.65 3.11 0.428
H 2.51 -3.04 3.74 0.519
H 0.60 -1.97 0.09 0.424
```

DFT total energy: -2760.02657 Eh
total charge: 0
HOMO-LUMO gap (alpha / beta): 4.70 / 4.59 eV
multiplicity: 1
E_HOMO (alpha / beta): -5.821 / -5.740 eV

=====

No. 2
Here is 2 unconnected molecules or ions with the total composition C27H22Cl2NO from the OMol25 dataset. Energies are from ωB97M-V with the def2-TZVPD basis set.

```
53
Properties=species:S:1:pos:R:3:mulliken_charge:R:1
C 1.05 -0.16 -4.90 -1.188
C 0.29 0.12 -3.63 0.683
N 0.82 -0.51 -2.53 -0.246
C 0.22 -0.53 -1.26 0.296
C 0.27 -1.83 -0.56 0.923
C 0.93 -2.93 -1.14 -0.498
C 1.13 -4.15 -0.44 0.250
C 0.54 -4.31 0.87 0.945
C 0.78 -5.51 1.58 -0.723
C 1.57 -6.52 1.04 -0.532
C 2.13 -6.36 -0.25 -0.554
C 1.90 -5.21 -0.98 -0.691
C -0.23 -3.24 1.39 -1.182
C -0.36 -2.04 0.70 -0.164
C -0.35 0.62 -0.74 0.041
O -0.71 0.82 -3.59 -0.598
H 2.11 -0.36 -4.71 0.325
H 0.61 -1.03 -5.41 0.287
H 0.95 0.71 -5.56 0.364
H 1.61 -1.12 -2.72 0.272
H 1.31 -2.89 -2.16 0.338
H 0.32 -5.63 2.56 0.379
H 1.76 -7.43 1.61 0.385
H 2.75 -7.16 -0.66 0.382
H 2.32 -5.09 -1.98 0.371
H -0.71 -3.38 2.36 0.398
H -0.97 -1.25 1.14 0.212
H -0.83 0.46 0.22 -0.801
H -0.39 1.47 -1.42 0.444
Cl -3.08 -1.10 4.29 -0.145
C -2.61 0.22 3.30 0.423
C -3.46 0.64 2.26 -0.744
C -3.00 1.59 1.36 -0.150
C -1.68 2.11 1.45 0.479
C -1.07 2.60 0.22 -1.173
C -0.22 3.79 0.22 0.959
C -0.46 4.82 -0.73 -0.261
C 0.18 6.05 -0.67 -0.791
C 1.14 6.28 0.34 0.424
Cl 1.88 7.81 0.48 -0.146
C 1.48 5.24 1.22 -0.996
C 0.85 4.00 1.13 -0.025
C -0.94 1.84 2.63 0.116
C -1.38 0.85 3.52 -1.027
H -4.44 0.19 2.15 0.448
H -3.65 1.91 0.54 0.415
H -1.78 2.62 -0.61 0.666
H -1.21 4.65 -1.51 0.399
H -0.04 6.84 -1.37 0.421
H 2.25 5.42 1.98 0.409
H 1.20 3.19 1.76 0.521
H -0.01 2.35 2.84 0.201
H -0.77 0.56 4.36 0.459
```

DFT total energy: -2092.14261 Eh
total charge: +1
HOMO-LUMO gap: 4.81 eV
ΔE to the lowest compared entry with this formula, charge and spin: 18.5 kcal/mol
multiplicity: 1
E_HOMO: -10.515 eV

=====

No. 3
Here is 7 unconnected molecules or ions with the total composition C27H22Cl6O16 from the OMol25 dataset. Energies are from ωB97M-V with the def2-TZVPD basis set.

```
71
Properties=species:S:1:pos:R:3:mulliken_charge:R:1
O -9.89 12.28 -4.58 -0.590
C -9.75 12.38 -5.77 0.439
C -10.41 11.47 -6.72 -0.992
C -10.12 11.35 -8.00 0.320
O -10.74 10.50 -8.84 -0.427
C -8.92 12.04 -8.56 0.871
O -8.55 11.92 -9.70 -0.604
C -8.27 12.97 -7.64 -0.932
C -8.69 13.22 -6.40 0.599
O -8.29 14.27 -5.66 -0.540
H -11.19 10.84 -6.31 0.715
H -10.43 10.63 -9.75 0.363
H -7.51 13.58 -8.13 0.415
H -8.62 14.14 -4.75 0.349
O -14.58 5.02 -10.81 -0.578
C -14.03 6.09 -10.81 0.405
C -14.11 7.05 -9.70 -0.683
C -13.58 8.27 -9.70 0.310
O -13.61 9.09 -8.65 -0.197
C -12.82 8.79 -10.87 1.129
O -12.36 9.90 -10.89 -0.672
C -12.66 7.82 -11.97 -0.982
C -13.21 6.60 -11.93 0.510
O -12.96 5.76 -12.96 -0.529
H -14.65 6.69 -8.83 0.378
H -13.11 9.90 -8.86 0.189
H -12.17 8.11 -12.88 0.423
H -13.19 4.86 -12.69 0.332
O -14.60 14.55 -1.66 -0.588
C -15.19 14.18 -0.68 0.963
C -14.63 14.37 0.66 -1.014
C -15.25 13.99 1.78 0.547
O -14.76 14.15 3.00 -0.571
C -16.64 13.35 1.75 0.860
O -17.16 12.97 2.76 -0.603
C -17.27 13.34 0.42 -0.763
C -16.59 13.67 -0.69 0.294
O -17.18 13.49 -1.90 -0.622
H -13.64 14.79 0.75 0.385
H -15.32 13.67 3.64 0.354
H -18.30 13.05 0.28 0.437
H -16.54 13.87 -2.53 0.276
O -13.33 11.20 -1.07 -0.589
C -13.86 10.12 -1.00 0.337
C -15.21 9.80 -1.48 0.239
C -15.83 8.64 -1.19 0.637
O -17.09 8.42 -1.63 -0.528
C -15.24 7.52 -0.40 0.318
O -15.81 6.51 -0.08 -0.541
C -13.83 7.79 -0.05 -0.725
C -13.22 8.94 -0.34 0.581
O -11.89 9.06 -0.12 -0.551
H -15.79 10.53 -2.03 -0.254
H -17.34 9.22 -2.11 0.327
H -13.28 6.98 0.41 0.428
H -11.50 9.74 -0.70 0.330
Cl -13.68 11.70 -6.57 -0.017
C -15.06 12.60 -5.92 -0.093
Cl -15.44 12.06 -4.27 -0.022
H -14.84 13.66 -5.82 -0.215
H -15.95 12.44 -6.52 0.363
Cl -14.92 16.43 -5.90 -0.154
C -13.30 16.91 -6.44 -0.383
Cl -12.18 15.55 -6.49 -0.075
H -13.33 17.28 -7.46 0.317
H -12.80 17.67 -5.84 0.294
Cl -17.04 9.60 -7.47 -0.184
C -16.00 8.82 -6.23 0.394
Cl -16.93 8.34 -4.80 -0.144
H -15.57 7.95 -6.71 0.085
H -15.21 9.49 -5.94 -0.151
```

SMILES string: O=C1C=C(O)C(=O)C=C1O.O=C1C=C(O)C(=O)C=C1O.O=C1C=C(O)C(=O)C=C1O.O=C1C=C(O)C(=O)C=C1O.ClCCl.ClCCl.ClCCl
DFT total energy: -5006.98026 Eh
total charge: 0
HOMO-LUMO gap: 7.79 eV
ΔE to the lowest compared entry with this formula, charge and spin: 23.2 kcal/mol
multiplicity: 1
E_HOMO: -9.563 eV

=====

No. 4
Here is C27H22F2N2O4 in the gas phase from the OMol25 dataset. Energies are from ωB97M-V with the def2-TZVPD basis set.

```
57
Properties=species:S:1:pos:R:3:mulliken_charge:R:1
C 5.44 2.21 -2.54 -1.259
C 4.59 2.15 -1.31 0.886
C 4.98 2.75 -0.11 -0.875
C 4.12 2.63 0.96 -0.409
N 2.98 1.96 0.86 -0.347
C 2.70 1.41 -0.31 0.798
O 1.57 0.73 -0.43 -0.197
C 0.77 0.69 0.73 -0.368
C 1.58 0.42 2.00 -0.307
O 1.35 0.92 3.06 -0.641
O 2.50 -0.54 1.82 -0.378
C -0.32 -0.42 0.56 2.034
O -0.99 -0.64 1.80 -0.441
C -1.71 0.43 2.40 -1.071
C -3.01 0.76 1.70 0.847
C -4.06 -0.15 1.72 -0.289
C -5.24 0.13 1.07 -0.740
C -5.40 1.33 0.39 -0.430
C -4.36 2.25 0.38 -0.794
C -3.17 1.97 1.03 -0.197
C 0.39 -1.72 0.21 -0.131
C 0.86 -1.92 -1.08 -0.484
C 1.53 -3.09 -1.41 -0.875
C 1.71 -4.05 -0.43 0.325
F 2.36 -5.19 -0.75 -0.359
C 1.24 -3.88 0.86 -0.775
C 0.58 -2.70 1.17 -0.758
C -1.31 -0.10 -0.55 -0.679
C -1.25 1.02 -1.37 0.108
C -2.21 1.24 -2.33 -0.789
C -3.24 0.33 -2.47 0.342
F -4.19 0.55 -3.40 -0.397
C -3.32 -0.81 -1.68 -0.933
C -2.35 -1.01 -0.73 -0.238
N 3.45 1.48 -1.40 -0.454
H 5.69 3.25 -2.77 0.333
H 4.91 1.76 -3.37 0.330
H 6.37 1.68 -2.37 0.297
H 5.91 3.29 -0.03 0.390
H 4.32 3.06 1.93 0.505
H 0.29 1.67 0.88 1.181
H 2.96 -0.72 2.65 0.420
H -1.93 0.04 3.40 0.600
H -1.09 1.32 2.51 0.316
H -3.93 -1.08 2.24 0.431
H -6.05 -0.58 1.08 0.422
H -6.32 1.55 -0.12 0.415
H -4.48 3.19 -0.14 0.405
H -2.37 2.69 1.02 0.359
H 0.71 -1.17 -1.83 0.436
H 1.91 -3.25 -2.40 0.477
H 1.39 -4.65 1.59 0.476
H 0.20 -2.55 2.17 0.478
H -0.44 1.73 -1.28 0.509
H -2.17 2.11 -2.97 0.489
H -4.13 -1.50 -1.82 0.471
H -2.38 -1.89 -0.10 0.536
```

SMILES string: Cc1ccnc(O[C@H](C(=O)O)C(OCc2ccccc2)(c2ccc(F)cc2)c2ccc(F)cc2)n1
DFT total energy: -1652.31074 Eh
total charge: 0
HOMO-LUMO gap: 9.10 eV
ΔE to the lowest compared entry with this formula, charge and spin: 1.7 kcal/mol
multiplicity: 1
E_HOMO: -8.522 eV